(1)
Computed, not measured: a molecular structure, C23H47NO2RuS2Si2, with the ωB97M-V functional and the def2-TZVPD basis.

```
78
Properties=species:S:1:pos:R:3:forces:R:3:mulliken_spin:R:1
H 0.048841 2.374535 -4.962237 0.09 -0.15 0.48 0.001
C -0.481743 2.080017 -4.040937 -0.35 -0.14 0.44 0.005
H -3.552837 -2.958822 -0.926001 0.34 0.15 0.42 0.001
H -2.223521 3.947059 3.921701 0.21 -0.34 0.16 0.000
H -2.962836 -3.141612 -4.820833 -0.21 0.16 0.14 0.000
H -1.556399 1.882344 2.496730 -0.13 0.32 0.33 0.002
H 5.375671 2.377591 1.386820 -0.15 -0.15 0.02 0.005
H -4.022377 -0.196084 -0.907089 -0.05 -0.04 -0.18 0.000
H 0.443300 -2.165310 -1.768181 -0.15 -0.28 0.15 -0.004
H 2.297026 -0.568775 -2.848023 -0.05 -0.03 -0.10 0.000
C 0.540789 -3.057085 0.145125 -0.25 -0.18 -0.15 0.004
C -1.260752 3.158096 5.690675 0.28 -0.22 0.19 0.018
C -4.366956 -0.154036 -1.943635 -0.17 0.11 -0.25 0.001
H -1.464409 -1.969311 1.196701 -0.08 -0.56 -0.51 -0.006
H -1.530785 4.023594 6.293084 0.10 -0.18 -0.16 0.001
S 0.906633 -0.339725 5.888833 -0.51 -0.12 -1.40 0.013
C -3.272035 0.352151 -2.861239 0.91 -0.20 -0.51 0.003
H -2.495500 -4.029891 -0.016259 -0.15 -0.01 0.15 0.000
Si 3.666575 0.580893 1.880041 1.92 0.64 0.14 0.039
H -0.990894 2.981616 -3.663019 0.12 -0.20 -0.12 0.000
H 2.873365 1.153209 4.224258 -0.11 0.03 -0.35 0.000
C -0.225752 -2.778106 -1.135770 -0.74 1.06 -0.77 0.020
C -2.109150 -1.945801 0.296056 -0.16 -0.22 -1.80 0.018
H 3.950736 2.521448 0.351095 0.07 -0.05 0.03 -0.006
H -3.433923 -2.922364 -3.119021 -0.07 0.11 -0.24 0.000
H 3.644231 2.522483 3.417938 -0.17 -0.33 -0.26 0.006
N -0.056479 -0.086896 3.478616 0.03 0.02 0.27 0.059
H 1.942769 0.036084 -4.476721 -0.13 0.10 0.38 0.000
H -1.268407 1.366192 -4.340014 0.36 0.25 0.17 -0.001
H -5.203298 0.556792 -1.996572 0.07 -0.27 0.07 0.000
H -1.669796 -1.040082 -4.801980 -0.18 -0.30 0.10 0.000
C -0.601114 0.988066 4.178298 0.81 -0.33 0.11 -0.050
H 0.772187 -0.991446 -3.650571 0.14 0.21 0.07 0.000
H -2.645455 -0.993346 0.394276 0.16 -0.10 -0.38 -0.009
C -1.321598 2.009902 3.556390 0.09 -0.09 0.64 0.056
O -2.101821 -0.489500 -2.873511 -0.92 -0.24 -0.90 -0.001
H 2.688416 2.726734 -3.323926 -0.32 -0.16 0.29 0.000
H -3.628807 0.496260 -3.905909 0.09 0.09 0.61 0.000
C -3.196260 -2.394479 -4.050283 0.03 -0.22 -0.07 0.000
H 0.160124 0.489526 -0.162131 -0.31 0.36 -1.36 -0.053
H 1.593591 3.625492 -2.254416 0.17 -0.27 0.02 0.001
C 2.581267 -0.175302 0.499414 1.43 -0.04 -1.76 0.404
H -4.051636 -1.795767 -4.376914 0.04 -0.25 0.01 0.000
O -1.400131 -1.926965 -1.007975 0.93 -0.39 2.59 -0.012
S 1.728266 -1.794195 3.146963 0.77 -1.77 0.49 0.452
H -3.883595 -3.218537 0.760093 0.14 -0.02 0.40 0.000
H 5.167650 1.278791 0.011825 -0.05 0.09 0.04 -0.001
H 4.736475 -1.655742 2.167054 0.08 0.12 0.13 -0.001
C -0.169385 1.031277 5.518879 -0.03 0.06 -0.65 0.002
H -1.012269 -0.097036 -1.537411 1.35 1.63 1.10 -0.044
H 2.668688 2.378706 -1.579563 0.04 0.14 -0.11 0.000
C -1.658810 3.111628 4.344131 0.00 -0.24 -0.09 -0.002
C -1.977664 -1.531366 -3.859731 0.18 0.94 0.10 0.001
C 0.772502 -0.871093 4.182716 -1.13 2.46 0.44 0.033
C -3.065370 -3.098874 0.054223 -0.46 -0.32 0.19 0.005
H -1.135173 -2.147751 -3.522808 -0.18 0.21 -0.06 0.000
Ru 0.946898 -0.073215 1.508821 -2.08 0.01 1.87 4.064
C 1.496632 -0.180820 -3.491645 -0.05 -0.03 0.07 0.004
H 5.803830 -0.334890 2.671858 -0.26 -0.09 -0.02 0.003
H 0.126707 -3.834904 0.817980 -0.09 0.81 -0.16 0.004
H 1.984978 2.090113 2.988397 0.06 0.21 0.27 -0.028
C 2.037175 2.633543 -2.437745 -0.25 0.07 0.24 0.004
H -0.961368 1.661523 -0.951510 0.03 -0.41 0.36 -0.005
H 2.723148 0.397102 -0.453839 -0.18 -0.54 0.80 0.001
H 0.645797 -2.044437 0.669376 -0.09 -1.62 -0.50 0.076
C 4.638359 1.804161 0.812987 0.03 -0.14 0.01 0.046
H -2.862970 1.298470 -2.469860 -0.43 -0.09 -0.34 -0.002
H -0.548039 -3.618195 -1.785355 0.48 -0.15 0.85 0.004
H -4.704871 -1.146376 -2.260391 -0.07 0.26 0.20 0.000
Si 0.676814 1.340507 -2.700610 0.19 -0.43 -0.90 0.001
C -0.492352 2.142434 6.284294 -0.26 0.05 0.01 -0.002
H 1.525423 -3.434587 -0.146693 0.10 0.31 0.17 -0.002
C -0.334158 0.767941 -1.140023 -0.85 0.14 -1.37 -0.287
H 2.625707 -1.274544 0.322292 0.49 0.60 0.08 0.025
H 4.504707 -0.882620 3.750780 0.02 0.08 -0.33 -0.001
C 4.764111 -0.697698 2.699660 0.27 -0.17 -0.05 0.021
C 2.963137 1.669399 3.257371 -0.55 0.06 0.17 0.112
H -0.121835 2.201919 7.304632 -0.26 0.23 -0.12 0.000
```
Forces are in eV/Å.

Values from the calculation:
HOMO level (alpha / beta) in eV: -10.76 / -11.55
<S²>: 8.764
Gap between HOMO and LUMO (alpha / beta) in eV: 7.76 / 5.70
Net charge: +1
2S+1: 6
LUMO level (alpha / beta) in eV: -3.00 / -5.85



(2)
Computed, not measured: a molecular structure, C23H48BBr4CaClCsF7IN2NaO6P2, with the ωB97M-V functional and the def2-TZVPD basis.

```
98
Properties=species:S:1:pos:R:3:forces:R:3:lowdin_charge:R:1
O 1.329643 6.495034 -1.382461 0.48 -8.49 -3.04 -0.121
H -0.217620 -1.920090 0.071875 -0.63 2.17 1.48 0.102
H 1.127565 2.321944 -1.974152 0.61 0.43 2.30 0.153
F -6.411327 -2.732017 3.597398 1.35 1.22 -0.69 0.048
H 5.923660 -0.351731 -1.662393 -1.79 -0.08 -1.38 -0.117
C -2.421377 -0.765911 -1.754196 -1.65 -1.38 -0.43 -0.413
Cs -2.111327 5.015204 -2.408266 -4.94 1.00 2.65 0.921
F -6.319411 -0.361398 3.688456 1.22 -1.61 -0.59 0.041
C 3.664420 1.154237 -1.264413 0.28 0.22 -0.73 -0.076
C -0.368021 1.713290 0.474164 0.74 -0.76 2.47 -0.363
H -2.750375 4.086240 1.103933 -0.18 -0.75 -1.08 0.068
H 2.678395 4.559279 -0.088490 -0.93 -1.22 -2.25 0.149
H -3.139100 -0.254622 -2.559371 1.81 -0.85 1.66 0.106
H 3.309227 3.945050 -1.754573 -2.06 -0.30 1.03 0.155
B -5.549433 -1.570801 3.447594 -0.96 0.57 1.93 -1.099
H -1.961464 -3.007626 -1.212022 -0.76 1.33 -1.80 0.079
F 3.817978 2.812508 1.394973 -1.83 -1.82 -0.80 -0.089
H -0.232728 -6.421261 6.153586 -0.17 0.09 -0.03 0.048
H 1.095982 -0.263384 -3.636300 -1.09 -1.39 1.11 0.076
H -4.923897 2.567149 -6.130420 -0.64 -0.32 -0.07 0.111
C -3.266668 3.623783 -6.925884 -0.56 0.98 -0.30 -0.097
C 2.942321 1.626692 1.230434 0.07 -1.25 1.86 -0.150
C 0.950580 -2.337676 -2.464425 0.94 -0.63 -0.59 -0.169
H -0.417795 -1.330850 -3.984375 1.41 1.12 1.90 0.110
N 0.195341 2.979834 -0.130257 0.20 -1.88 -2.50 -0.183
H 2.098572 1.726447 2.069250 1.69 0.14 -1.94 0.142
C -0.774464 -1.670576 3.248498 0.23 -0.62 -0.62 -0.145
H 3.713949 -1.216185 -0.987026 -0.46 1.65 -1.01 0.095
H -2.424905 -6.814819 4.771069 0.19 0.30 -0.05 0.054
H -3.300369 3.191602 -7.934080 0.02 -0.08 0.34 0.072
H -2.223747 3.890513 -6.709544 -0.03 -0.29 0.16 0.056
H 0.869735 -0.115753 2.532976 -0.71 -2.07 -0.89 0.074
Br 1.669747 -2.643152 1.941691 -0.44 1.35 0.21 0.642
C 0.322101 -0.972424 -3.119075 -0.14 -1.22 -0.42 -0.359
H -0.906562 -2.820251 2.955170 0.26 2.41 1.07 0.059
H -2.784707 3.579882 -4.187299 -0.01 -0.74 -0.94 -0.111
O 1.600536 0.137770 -0.273430 -1.43 3.03 0.38 -0.127
H 1.847470 -2.689901 -3.169138 -1.89 0.81 1.58 0.100
H -3.549385 -2.767680 -2.199432 2.32 1.07 0.21 0.090
F -4.458885 -1.649998 4.405913 -1.19 0.13 -1.58 -0.004
C 3.782924 -0.387599 -1.809958 1.09 0.06 -0.45 -0.257
C 1.490163 2.664239 -0.889141 1.70 -0.24 -2.29 -0.130
H -0.033026 1.702486 1.614926 -0.26 0.29 -2.47 0.142
H -4.236957 2.673163 -3.722919 0.13 -0.10 -0.16 0.073
C -3.857442 2.662092 -5.881465 2.23 0.23 0.00 -0.735
C -0.769198 -5.646972 5.598730 0.26 -0.12 -0.11 -0.684
C 0.354402 -1.098085 2.155101 -2.32 -0.24 0.40 -0.586
H 5.300337 -1.470240 -2.833153 -0.07 1.53 0.65 0.051
H 3.879456 -1.186192 3.440200 -0.56 2.51 -0.18 0.054
C -0.426156 -0.944397 0.721638 1.12 0.00 0.08 -0.192
O 1.166813 -1.897941 6.553905 0.44 0.29 -0.22 -0.065
P -2.294782 1.899922 0.525130 -2.17 -0.78 -0.71 0.704
H 3.626629 1.844437 -2.237774 -0.06 -1.93 1.80 0.116
H 3.054827 -0.523991 -2.715972 1.49 0.40 1.77 0.075
H -1.571074 -0.864629 0.948026 2.13 0.01 -0.59 0.090
Br 0.094789 -5.585770 3.851027 0.17 0.14 0.34 0.610
H 1.452709 -2.029760 5.637536 -0.15 -0.15 0.21 0.015
C 2.336803 4.048778 -1.112272 -0.07 1.42 0.64 -0.078
H 4.673927 1.448119 -0.719460 -2.19 -0.53 -0.76 0.122
I 0.363072 4.793883 -3.749872 5.39 -0.64 -1.48 0.796
C 3.699225 -0.011263 3.329647 0.86 -1.10 0.21 -0.159
H 1.383362 -2.214280 -1.384153 -0.76 -0.02 -2.12 0.043
C -2.233040 -5.998574 5.472824 -0.25 -0.03 -0.10 -0.669
H -3.841891 4.557011 -6.952403 -0.07 0.29 -0.19 0.051
H 2.636705 0.203672 3.770427 2.09 -0.27 -0.86 0.069
H 0.199196 -3.238628 -2.438354 1.27 1.96 -0.06 0.071
H 3.663204 -0.646475 1.116157 0.11 2.08 1.06 0.065
F -2.111327 -6.044590 2.048435 -0.67 0.51 -0.32 -0.847
C -3.807412 3.324458 -4.494665 -0.80 0.76 0.48 -0.200
C 3.864988 0.325587 1.734275 0.50 0.61 0.12 -0.185
C -2.429205 -2.370494 -2.090839 -0.60 -0.90 0.26 -0.176
P -0.724584 0.092632 -1.929012 -0.36 1.22 -1.34 1.006
Br -3.085390 1.431564 2.649400 1.06 0.69 -1.17 0.407
H -4.388254 4.254575 -4.495972 -0.19 0.44 0.20 0.051
F -5.007869 -1.540024 2.098742 -0.07 -0.34 0.46 -0.005
O 0.352997 3.864121 0.869840 -0.95 3.66 0.82 0.029
C 1.431641 5.231260 -1.874073 0.29 6.01 3.42 -0.622
C 2.338920 1.407917 -0.276057 2.49 0.24 -0.40 -0.266
H 4.554080 0.481680 4.001158 -2.10 -0.70 -1.51 0.085
H 4.994706 0.657481 1.570986 -2.37 -0.66 0.14 0.113
H -2.652843 -6.258159 6.448478 0.12 0.11 -0.09 0.051
O -2.792209 3.547246 0.260444 1.89 -0.44 1.96 -0.504
H -2.952719 -0.623993 -0.720658 1.20 -0.10 -1.95 0.047
H -1.830385 -1.185299 3.112484 2.11 -0.61 0.23 0.035
H 1.846498 -1.318797 6.930212 -0.28 -0.21 -0.05 0.035
N 5.201977 -0.515912 -2.402956 -1.39 0.10 0.90 -0.129
H -0.439135 3.429430 -0.857323 0.55 -1.36 0.90 0.083
Br -3.277562 -4.467783 4.864196 0.06 -0.02 0.16 0.696
H -1.893449 -2.667475 -3.095427 -1.06 0.82 2.10 0.072
O -3.093250 1.584395 -5.844186 -0.09 -1.45 0.21 -0.278
H -0.595129 -4.677832 6.075217 -0.17 -0.23 -0.09 0.041
F 3.588673 0.586660 -4.170315 -0.81 0.43 -0.21 -0.672
Ca 8.088673 -2.228833 1.063885 -0.38 0.09 -0.57 1.273
C 0.145949 0.319556 -0.213009 -1.70 -2.35 1.27 -0.508
Na -4.511327 -3.622814 1.466527 0.35 -0.45 0.63 0.684
H -0.107231 4.710667 0.529141 1.29 -1.42 1.19 0.171
Cl 7.188673 -1.711361 -1.085750 1.78 -1.28 1.45 -0.092
H -0.437126 -1.517219 4.362484 -0.61 -0.52 -2.24 0.084
```
Forces are in eV/Å.

Values from the calculation:
HOMO level in eV: -5.41
Gap between HOMO and LUMO in eV: 0.92
LUMO level in eV: -4.49